Record 1
A cluster of 11 separate species, C17H51BF5N20O13S2 in total at a distorted geometry, computed with wB97M-V/def2-TZVPD.

Values from the calculation:
- E_LUMO: 1.5 eV
- Kohn-Sham gap: 6.30 eV
- Energy: -4072.77080 a.u.
- Net charge: -1
- ΔE to the lowest compared entry with this formula, charge and spin: 0.0 kJ/mol
- E_HOMO: -0.1771 Ha

Atoms and positions in Å:
C -1.892 -3.526 -1.483
C -0.413 -3.951 -1.244
O -0.194 -4.056 0.141
B 1.074 -3.504 0.613
S 2.474 -4.810 0.327
O 0.874 -3.359 2.082
C 0.093 -2.229 2.146
C 0.012 -1.773 3.613
C 0.753 -1.218 1.096
S -0.429 -0.435 -0.068
C 1.919 -0.324 1.588
F 2.614 -0.877 2.578
F 2.794 -0.165 0.574
C 1.506 1.140 1.964
F 2.350 1.600 2.913
F 1.651 1.944 0.948
F 0.303 1.225 2.444
O 1.431 -2.132 0.256
H -2.374 -3.466 -0.506
H -2.409 -4.273 -2.087
H -1.946 -2.525 -1.905
H 0.221 -3.201 -1.730
H -0.241 -4.899 -1.771
H 3.454 -4.159 -0.334
H -0.959 -2.365 1.871
H 1.000 -1.874 4.050
H -0.648 -2.466 4.126
H -0.422 -0.777 3.737
H -1.613 -0.319 0.570
C -2.373 0.933 -2.980
O -2.230 0.099 -2.106
N -3.508 1.065 -3.719
N -1.367 1.813 -3.276
H -3.619 1.753 -4.441
H -4.256 0.424 -3.527
H -0.520 1.729 -2.742
H -1.436 2.524 -3.982
C 1.996 -4.476 5.382
O 0.883 -4.025 5.229
N 2.614 -5.183 4.387
N 2.727 -4.311 6.534
H 3.537 -5.569 4.466
H 2.100 -5.310 3.527
H 2.300 -3.788 7.278
H 3.655 -4.674 6.663
C -2.647 5.164 -2.193
O -2.849 4.866 -3.364
N -3.631 5.671 -1.384
N -1.438 5.018 -1.600
H -3.486 5.919 -0.424
H -4.541 5.791 -1.787
H -0.693 4.651 -2.157
H -1.252 5.255 -0.645
C 2.163 5.530 -1.482
O 1.123 4.919 -1.305
N 2.948 5.338 -2.582
N 2.627 6.454 -0.593
H 3.806 5.828 -2.746
H 2.635 4.663 -3.254
H 2.076 6.616 0.230
H 3.480 6.965 -0.716
C 5.969 -2.654 4.352
O 6.428 -3.329 5.264
N 4.730 -2.856 3.845
N 6.678 -1.638 3.769
H 4.331 -2.317 3.096
H 4.182 -3.594 4.250
H 7.600 -1.461 4.121
H 6.323 -1.073 3.022
C 4.693 4.840 3.844
O 5.365 5.857 3.914
N 3.924 4.394 4.881
N 4.650 4.062 2.726
H 3.366 3.561 4.840
H 3.929 4.939 5.722
H 5.201 4.354 1.941
H 4.101 3.223 2.652
C -4.734 -1.296 -6.338
O -4.374 -1.966 -5.390
N -6.028 -1.280 -6.782
N -3.882 -0.491 -7.044
H -6.348 -0.727 -7.556
H -6.690 -1.851 -6.291
H -2.920 -0.461 -6.752
H -4.168 0.066 -7.826
C -8.481 1.734 -6.820
O -8.415 0.718 -7.488
N -7.372 2.417 -6.411
N -9.673 2.271 -6.421
H -7.404 3.252 -5.859
H -6.479 2.046 -6.681
H -10.508 1.792 -6.703
H -9.751 3.104 -5.870
C 1.785 -5.690 10.264
O 2.439 -4.663 10.248
N 1.173 -6.151 11.400
N 1.605 -6.464 9.157
H 0.629 -6.991 11.437
H 1.285 -5.603 12.233
H 2.040 -6.152 8.304
H 1.069 -7.311 9.149
C -0.243 2.123 -6.863
O -1.375 1.695 -6.729
N 0.272 2.451 -8.087
N 0.602 2.327 -5.811
H 1.198 2.808 -8.224
H -0.323 2.319 -8.884
H 0.262 2.094 -4.893
H 1.528 2.696 -5.911

Record 2
A structure of composition C2H5N5O at a distorted geometry, computed with wB97M-V/def2-TZVPD.

Values from the calculation:
- E_LUMO: 0.5 eV
- Kohn-Sham gap: 9.58 eV
- Energy: -428.07599 a.u.
- ΔE to the lowest compared entry with this formula, charge and spin: 386.3 kJ/mol
- E_HOMO: -0.3340 Ha

Atoms and positions in Å:
C -0.994 -0.629 0.062
C 0.914 -0.562 1.087
H -2.498 -0.454 -0.900
H -2.708 -1.432 0.548
H 2.708 1.644 -0.220
H 0.964 2.489 0.133
H 0.017 -0.044 -1.978
N -2.188 -1.127 -0.398
N -0.578 -0.816 1.264
N 1.181 0.084 -0.298
N 1.620 1.506 -0.472
N -0.105 -0.034 -0.894
O 1.668 -0.626 2.067

Record 3
A cluster of 2 separate species, C2H7NO2 in total at a distorted geometry, computed with wB97M-V/def2-TZVPD.

Values from the calculation:
- E_LUMO: 0.8 eV
- Kohn-Sham gap: 9.88 eV
- Energy: -285.57994 a.u.
- ΔE to the lowest compared entry with this formula, charge and spin: 241.2 kJ/mol
- SMILES: C=O.NCO
- E_HOMO: -0.3339 Ha

Atoms and positions in Å:
C -2.070 -0.085 0.142
O -1.499 0.917 0.461
H -1.838 -1.120 0.634
H -2.871 -0.060 -0.601
N 1.451 0.727 -0.733
C 1.106 -0.640 -0.548
O 0.858 -0.896 0.816
H 0.898 1.323 -0.124
H 1.511 1.183 -1.635
H 0.254 -0.934 -1.174
H 1.907 -1.353 -0.822
H 0.945 -0.070 1.306

Record 4
A cluster of 13 separate species, C40H46BCl48F6N3O5 in total at a distorted geometry, computed with wB97M-V/def2-TZVPD.

Values from the calculation:
- E_LUMO: -0.2 eV
- Kohn-Sham gap: 8.96 eV
- Energy: -24805.35718 a.u.
- ΔE to the lowest compared entry with this formula, charge and spin: 34.9 kJ/mol
- E_HOMO: -0.3354 Ha

Atoms and positions in Å:
C -5.374 0.437 -3.357
N -4.240 0.567 -2.425
C -4.711 0.691 -1.029
C -3.575 1.817 -2.718
O -4.169 2.759 -3.205
C -2.092 1.958 -2.397
C -1.207 1.161 -3.409
O 0.116 0.932 -2.999
C 0.357 -0.184 -2.137
C -0.913 -0.905 -1.637
C -0.714 -2.151 -0.725
C -1.539 -2.092 0.602
C -0.733 -2.574 1.843
N -0.912 -4.047 1.979
C 1.177 0.505 -0.993
C 2.315 1.444 -1.527
C 2.050 2.960 -1.282
C 3.298 3.583 -0.594
C 4.420 3.892 -1.639
C 5.765 3.959 -0.859
N 6.845 4.559 -1.664
O 1.603 -0.351 0.046
C 1.812 0.348 1.261
C 2.653 -0.619 2.158
C 3.556 0.212 3.085
F 4.735 0.477 2.367
C 0.477 0.664 2.029
B 0.289 2.209 2.361
O -0.801 2.858 1.803
O 1.148 2.926 3.215
C 1.218 -1.198 -2.996
F 1.599 -0.597 -4.173
F 0.485 -2.283 -3.418
C 2.506 -1.725 -2.371
C 2.598 -2.845 -1.548
C 3.794 -3.272 -1.009
C 5.008 -2.602 -1.261
C 4.913 -1.518 -2.124
C 6.145 -0.711 -2.526
F 6.617 -1.107 -3.728
F 7.115 -0.744 -1.612
F 5.775 0.588 -2.719
C 3.709 -1.099 -2.649
H -6.201 1.137 -3.160
H -5.777 -0.574 -3.204
H -5.034 0.523 -4.395
H -4.778 -0.291 -0.540
H -3.932 1.240 -0.473
H -5.639 1.279 -0.940
H -1.849 3.019 -2.538
H -1.824 1.743 -1.351
H -1.747 0.294 -3.826
H -1.134 1.842 -4.275
H -1.586 -0.227 -1.092
H -1.514 -1.260 -2.488
H -1.099 -3.040 -1.251
H 0.317 -2.377 -0.449
H -2.418 -2.750 0.534
H -1.935 -1.082 0.805
H -1.128 -2.068 2.735
H 0.324 -2.351 1.649
H -1.242 -4.279 2.910
H 0.001 -4.470 1.856
H 0.442 1.209 -0.548
H 3.204 1.175 -0.927
H 2.569 1.253 -2.572
H 1.159 3.171 -0.672
H 1.973 3.437 -2.272
H 3.018 4.556 -0.146
H 3.687 2.957 0.229
H 4.457 3.092 -2.394
H 4.150 4.866 -2.074
H 6.010 2.939 -0.528
H 5.558 4.562 0.040
H 6.644 5.554 -1.697
H 6.757 4.179 -2.603
H 2.345 1.298 1.081
H 3.236 -1.272 1.490
H 1.974 -1.256 2.740
H 3.736 -0.383 3.991
H 3.047 1.154 3.340
H 0.379 0.105 2.970
H -0.361 0.383 1.375
H -0.624 3.809 1.774
H 1.568 3.585 2.636
H 1.708 -3.421 -1.305
H 3.827 -4.141 -0.364
H 5.972 -2.874 -0.865
H 3.685 -0.242 -3.316
C -5.403 3.054 2.152
Cl -5.965 4.109 0.848
Cl -5.596 3.885 3.695
Cl -6.348 1.538 2.121
Cl -3.696 2.670 1.908
C 3.284 -4.762 -5.587
Cl 3.105 -3.661 -4.217
Cl 4.971 -5.277 -5.728
Cl 2.262 -6.186 -5.339
Cl 2.800 -3.916 -7.076
C -8.274 1.431 6.263
Cl -7.367 1.348 4.746
Cl -8.636 3.123 6.636
Cl -9.786 0.527 6.100
Cl -7.308 0.732 7.572
C -1.714 -4.380 -6.036
Cl -0.024 -4.058 -6.450
Cl -2.718 -4.223 -7.485
Cl -1.859 -6.025 -5.395
Cl -2.265 -3.224 -4.813
C -3.818 -4.670 -0.592
Cl -3.812 -2.959 -1.038
Cl -4.453 -4.844 1.049
Cl -4.838 -5.571 -1.719
Cl -2.159 -5.294 -0.667
C -3.099 -8.546 2.653
Cl -4.849 -8.805 2.615
Cl -2.603 -8.114 4.297
Cl -2.274 -10.032 2.162
Cl -2.675 -7.237 1.545
C -11.131 6.652 7.299
Cl -11.374 7.663 8.728
Cl -9.426 6.190 7.188
Cl -12.125 5.196 7.429
Cl -11.591 7.555 5.851
C 6.151 -3.786 2.740
Cl 5.338 -3.481 1.192
Cl 7.153 -5.238 2.609
Cl 7.163 -2.397 3.146
Cl 4.936 -4.020 4.009
C 8.710 -0.816 6.597
Cl 9.734 -2.236 6.842
Cl 7.030 -1.230 6.967
Cl 9.245 0.490 7.660
Cl 8.826 -0.290 4.912
C 4.766 4.015 4.567
Cl 3.901 4.439 3.074
Cl 5.692 2.551 4.268
Cl 5.845 5.341 5.014
Cl 3.610 3.731 5.873
C 0.577 5.931 -4.451
Cl 2.270 6.246 -4.858
Cl -0.424 6.127 -5.894
Cl 0.420 4.279 -3.840
Cl 0.049 7.070 -3.205
C -8.918 -1.215 -2.785
Cl -9.032 0.346 -1.959
Cl -8.906 -0.957 -4.534
Cl -7.423 -2.027 -2.302
Cl -10.304 -2.219 -2.343

- energy of number 2 (C2H5N5O)?
  -428.07599 a.u.